Computed, not measured: 10 unconnected molecules or ions with the total composition C27H72BNO16P at a distorted geometry, with ωB97M-V with the def2-TZVPD basis set.

Structure (XYZ):
```
118
Properties=species:S:1:pos:R:3:forces:R:3
C 2.061 4.441 1.534 0.2 0.1 0.0
C 2.282 4.228 0.047 -0.3 -0.2 0.3
C 1.362 3.260 -0.722 0.0 0.3 -0.3
C 2.001 1.995 -1.388 0.1 0.5 -0.4
C 3.304 1.367 -0.889 -0.3 -0.1 0.5
C 3.444 1.174 0.624 0.8 -0.6 -0.6
C 4.868 1.301 1.114 0.4 0.7 2.1
O 5.099 1.654 2.267 -0.1 -0.4 -1.9
O 5.854 1.029 0.221 -1.0 0.4 -0.2
C 0.812 1.135 -1.617 0.9 0.4 0.5
N -0.212 1.605 -1.040 -1.2 -0.5 -0.2
C -0.043 2.802 -0.214 1.3 -0.2 0.6
B -1.210 3.897 -0.390 -0.2 0.4 -0.4
O -0.940 5.181 -0.003 -0.1 -0.4 0.3
O -2.397 3.535 -0.951 0.4 -0.6 0.2
P -0.412 2.112 1.452 -1.9 -0.8 0.1
O -1.676 1.384 1.284 -0.2 0.1 -0.3
O -0.640 3.289 2.511 0.9 -0.4 -0.2
O 0.735 1.126 1.946 0.5 1.0 0.1
H 1.996 3.526 2.118 0.0 -0.2 0.0
H 2.904 4.991 1.932 0.1 0.2 0.1
H 1.187 5.047 1.732 -0.3 0.1 0.0
H 3.317 3.943 -0.105 0.2 -0.2 -0.1
H 2.186 5.193 -0.430 0.0 0.3 -0.1
H 1.087 3.836 -1.601 -0.2 0.1 -0.2
H 2.252 2.342 -2.392 0.1 -0.2 -0.3
H 4.115 1.989 -1.239 0.2 0.2 -0.2
H 3.430 0.402 -1.364 0.1 -0.1 -0.3
H 2.890 1.874 1.222 -0.3 0.1 0.1
H 3.142 0.162 0.878 -0.3 -0.1 0.3
H 6.525 1.710 0.333 0.6 -0.2 0.3
H 0.755 0.240 -2.209 -0.2 -0.2 -0.1
H -1.110 1.125 -1.115 -0.1 0.0 -0.1
H -1.055 5.314 0.944 0.2 0.4 0.1
H -3.081 3.493 -0.274 -0.5 0.2 -0.2
H 0.039 3.234 3.195 0.0 0.6 0.3
H 0.501 0.792 2.822 0.1 -0.4 0.1
C 7.007 -0.379 4.723 0.0 -0.1 -0.1
C 6.355 0.590 5.685 -0.1 0.1 -0.3
O 6.763 1.926 5.410 0.1 0.1 0.2
H 8.094 -0.333 4.788 0.0 0.0 0.1
H 6.689 -1.405 4.914 0.0 0.0 0.0
H 6.731 -0.110 3.700 0.0 -0.1 0.0
H 6.624 0.370 6.716 0.1 0.1 0.0
H 5.264 0.529 5.595 0.0 -0.1 0.1
H 6.510 2.117 4.500 0.0 0.0 -0.1
C -2.281 -2.450 -3.512 0.0 0.1 -0.2
C -1.516 -1.764 -2.405 -0.3 -0.1 -0.1
O -1.500 -0.331 -2.594 0.1 0.0 0.4
H -1.839 -2.218 -4.482 0.0 0.0 0.0
H -2.282 -3.530 -3.372 -0.1 0.0 0.1
H -3.316 -2.100 -3.539 0.0 0.0 0.0
H -0.476 -2.092 -2.389 0.0 0.1 0.0
H -1.962 -1.988 -1.432 0.1 0.0 0.0
H -2.420 -0.042 -2.606 -0.1 0.0 -0.3
C 5.067 4.880 5.394 -0.1 0.1 0.0
C 4.749 4.984 3.916 0.2 0.2 0.1
O 3.902 6.093 3.601 0.0 -0.3 -0.1
H 4.151 4.787 5.979 0.0 -0.1 0.0
H 5.696 4.011 5.585 0.0 0.0 0.1
H 5.590 5.772 5.749 0.1 0.0 -0.1
H 4.219 4.091 3.584 0.0 0.0 -0.1
H 5.675 5.069 3.336 0.0 -0.1 0.0
H 4.353 6.898 3.869 0.0 0.1 0.0
C -1.189 -7.689 -3.442 -0.1 0.0 0.1
C -1.120 -6.194 -3.211 -0.1 -0.2 0.2
O -2.342 -5.679 -2.671 0.1 0.1 -0.1
H -2.006 -7.932 -4.121 0.0 0.0 -0.1
H -0.259 -8.062 -3.870 0.0 0.0 0.0
H -1.378 -8.215 -2.502 0.1 0.0 0.0
H -0.951 -5.670 -4.152 0.0 0.1 0.0
H -0.297 -5.952 -2.529 0.1 0.0 -0.1
H -2.499 -6.125 -1.835 -0.1 -0.1 0.0
C -5.235 -3.724 -5.965 0.1 0.0 0.1
C -5.901 -2.801 -4.960 0.1 0.2 -0.5
O -5.512 -1.437 -5.188 0.2 -0.1 0.3
H -4.149 -3.636 -5.905 0.0 0.0 0.0
H -5.512 -4.764 -5.784 0.0 0.0 0.0
H -5.528 -3.459 -6.984 -0.1 0.0 0.0
H -5.593 -3.056 -3.947 0.0 0.1 0.0
H -6.981 -2.885 -5.017 -0.1 -0.1 0.1
H -5.791 -1.200 -6.075 0.0 0.0 -0.1
C 0.862 -11.460 -6.734 0.1 0.1 0.0
C 0.180 -10.542 -5.738 -0.1 0.1 -0.3
O 0.507 -9.172 -5.971 0.1 -0.1 0.2
H 1.944 -11.336 -6.685 0.0 0.0 0.0
H 0.620 -12.504 -6.536 0.0 0.0 0.0
H 0.552 -11.221 -7.754 -0.1 -0.1 0.0
H 0.505 -10.770 -4.724 0.0 0.1 0.0
H -0.907 -10.667 -5.785 0.0 -0.1 0.1
H 0.216 -8.949 -6.859 0.0 0.0 -0.1
C -10.340 -4.685 -5.786 0.1 0.1 0.0
C -9.153 -5.244 -5.024 -0.2 0.1 0.2
O -8.566 -4.263 -4.166 0.0 -0.2 -0.1
H -10.038 -3.823 -6.381 0.0 0.0 0.0
H -10.769 -5.436 -6.450 0.0 0.0 0.0
H -11.118 -4.350 -5.097 0.0 -0.1 0.0
H -8.371 -5.560 -5.713 0.1 0.0 0.0
H -9.454 -6.111 -4.428 0.0 -0.1 -0.1
H -9.240 -3.981 -3.542 0.0 0.0 0.1
C 2.367 8.241 5.365 0.0 0.2 0.1
C 2.498 7.671 6.765 -0.2 0.2 0.0
O 2.651 8.696 7.743 0.2 -0.1 -0.1
H 3.241 8.849 5.118 0.0 0.0 0.0
H 2.266 7.450 4.627 -0.1 -0.1 0.0
H 1.493 8.894 5.297 0.0 0.0 0.0
H 3.380 7.039 6.841 0.0 0.0 0.1
H 1.621 7.063 7.013 0.1 -0.1 -0.1
H 1.874 9.260 7.705 -0.1 0.1 0.0
C -2.663 3.085 5.447 0.1 0.0 -0.1
C -1.457 2.523 6.177 -0.2 0.2 0.3
O -0.758 3.525 6.905 0.1 -0.1 -0.3
H -2.356 3.880 4.765 0.0 0.0 0.0
H -3.170 2.308 4.873 0.0 0.0 0.0
H -3.378 3.518 6.148 0.0 -0.1 0.0
H -0.740 2.106 5.466 0.1 0.0 0.0
H -1.760 1.723 6.859 0.0 -0.1 -0.1
H -1.362 3.899 7.551 0.0 0.0 0.1
```
Positions in Å, forces in eV/Å.

LUMO (eV): -3.29
E_HOMO (eV): -11.44
Net charge: +1
Gap between HOMO and LUMO (hartree): 0.29959

Computed, not measured: 3 unconnected molecules or ions with the total composition C4H13N2O at a distorted geometry, with ωB97M-V with the def2-TZVPD basis set.

Structure (XYZ):
```
20
Properties=species:S:1:pos:R:3:forces:R:3
C -1.648 1.989 0.857 0.0 0.1 0.0
C -1.451 0.805 1.840 0.6 0.5 -0.2
C -0.468 -0.123 1.150 -2.8 -1.1 1.1
C 0.955 0.052 1.283 1.7 0.7 -0.6
N 1.874 -0.727 0.807 -1.1 0.1 -0.5
N -0.910 -1.144 0.491 2.6 -0.7 1.3
H -2.176 2.805 1.353 0.0 -0.2 0.0
H -0.668 2.382 0.568 -0.1 0.1 -0.1
H -2.211 1.728 -0.042 0.2 -0.2 0.1
H -2.392 0.282 2.019 0.2 0.0 0.1
H -1.081 1.272 2.750 0.1 -0.4 0.3
H 1.385 0.834 1.897 -0.4 0.8 -0.3
H 1.647 -1.628 0.386 -0.2 0.1 -0.7
H 2.704 -0.267 0.448 0.7 -0.4 0.9
H 2.349 -0.273 -6.029 -0.2 -0.3 0.0
H 1.967 -0.916 -6.093 0.2 0.3 0.0
H -1.597 -1.672 1.027 -1.5 0.8 -0.9
H 0.144 -1.555 -0.915 -0.5 -0.4 -0.6
H 0.665 -2.117 -2.317 -0.3 -0.2 -0.2
O 0.914 -1.729 -1.482 0.8 0.3 0.4
```
Positions in Å, forces in eV/Å.

LUMO (eV): -6.77
E_HOMO (eV): -14.80
Net charge: +1
Gap between HOMO and LUMO (hartree): 0.29505

Computed, not measured: a molecular structure, C29H64N3O8PdS7 at a distorted geometry, with ωB97M-V with the def2-TZVPD basis set.

Structure (XYZ):
```
112
Properties=species:S:1:pos:R:3:forces:R:3
Pd -15.676 10.643 1.681 -0.7 -0.4 0.5
C -18.587 9.329 5.147 0.4 -0.2 -0.3
C -18.384 10.542 4.201 1.0 0.3 0.3
C -18.241 11.846 4.980 -0.9 0.4 -0.2
O -17.295 10.412 3.304 -0.4 -1.2 0.8
H -19.471 9.561 5.741 0.2 0.0 0.3
H -17.707 9.117 5.753 -0.2 0.4 0.2
H -18.801 8.369 4.678 -0.1 0.2 -0.5
H -19.336 10.611 3.674 0.0 0.0 -0.6
H -18.355 12.654 4.258 0.1 0.2 -0.1
H -17.329 12.046 5.541 0.1 -0.6 0.0
H -19.100 11.943 5.643 0.0 0.1 0.2
C -19.516 11.138 0.686 0.7 0.7 0.3
S -18.257 11.597 -0.543 -1.1 0.0 -0.7
O -16.938 11.222 0.025 -0.4 0.0 -1.4
C -18.671 10.314 -1.802 0.3 -0.1 0.8
H -20.536 11.338 0.356 0.1 -0.5 -0.3
H -19.346 11.864 1.481 0.1 0.0 0.2
H -19.268 10.151 1.076 -0.4 0.0 -0.2
H -18.421 9.384 -1.291 0.2 -0.1 -0.2
H -18.036 10.464 -2.675 -0.1 0.0 0.1
H -19.727 10.265 -2.066 0.0 0.5 0.0
C -16.172 15.343 0.945 1.1 -0.3 -0.1
S -16.974 14.040 2.026 0.7 -0.4 -0.1
O -16.286 12.671 1.922 -0.1 3.6 0.9
C -16.581 14.868 3.626 0.4 -0.5 -0.3
H -16.702 16.295 0.909 -0.6 -0.4 0.2
H -15.975 15.005 -0.073 -0.8 -0.5 0.0
H -15.158 15.627 1.224 0.1 -0.3 0.8
H -16.589 14.162 4.457 -0.3 -0.3 -0.4
H -17.377 15.590 3.807 0.1 0.2 -0.2
H -15.581 15.302 3.600 -0.2 0.2 -0.1
C -12.316 10.121 9.003 -0.1 0.5 0.1
S -12.982 9.932 7.316 0.9 1.0 -1.1
O -11.963 10.673 6.458 -1.0 -0.9 0.7
C -14.413 11.085 7.318 0.3 0.8 0.8
H -12.952 9.786 9.822 -0.3 0.1 -0.3
H -12.030 11.168 9.103 -0.2 0.1 0.1
H -11.387 9.556 9.074 -0.1 -0.2 -0.5
H -14.014 12.080 7.517 0.3 0.0 0.7
H -15.159 10.806 8.061 0.0 0.0 0.1
H -14.896 11.327 6.371 0.2 -1.2 -0.5
C -19.376 11.221 8.202 -0.8 -0.6 0.0
S -19.451 10.743 9.971 0.1 1.7 0.7
O -18.799 11.881 10.755 -0.4 -1.1 -1.1
C -21.241 10.962 10.222 0.2 0.3 -0.6
H -19.530 12.296 8.108 0.6 0.0 0.1
H -20.183 10.800 7.604 -0.5 -0.3 0.4
H -18.502 10.765 7.738 0.4 0.7 0.3
H -21.686 10.092 9.739 -0.3 -0.1 0.4
H -21.632 11.860 9.743 0.3 0.1 -0.3
H -21.458 11.103 11.281 0.2 -0.6 0.0
C -16.967 6.567 -0.610 -0.1 1.1 -0.3
S -16.560 7.375 0.981 -1.1 0.2 0.5
O -16.206 8.819 0.675 0.2 -1.3 -0.4
C -18.334 7.480 1.526 0.1 -0.4 -0.9
H -17.482 5.620 -0.448 0.3 0.0 0.1
H -16.108 6.511 -1.279 0.3 -0.4 0.6
H -17.612 7.256 -1.155 -0.4 0.0 0.2
H -18.849 8.072 0.769 0.2 0.2 -0.1
H -18.534 7.917 2.504 0.7 -0.1 0.0
H -18.759 6.481 1.436 0.1 -0.1 0.4
C -14.468 5.612 4.472 0.0 -0.2 -0.2
S -15.498 6.006 5.964 3.4 1.1 2.1
O -14.637 5.674 7.210 -1.8 0.3 -2.3
C -15.330 7.871 5.792 -0.3 -0.4 -1.1
H -14.174 4.562 4.490 -0.8 -0.3 0.2
H -13.483 6.047 4.302 -0.2 0.9 0.8
H -15.079 5.840 3.598 -0.1 -0.2 -0.1
H -15.838 8.153 4.870 -0.4 -0.1 -0.2
H -14.309 8.210 5.617 0.2 -0.5 0.5
H -15.793 8.455 6.588 0.1 -0.6 0.3
C -20.506 15.262 5.744 0.0 -0.4 0.3
S -21.578 14.443 7.023 0.6 -0.6 -2.1
O -21.929 13.045 6.477 0.5 1.9 0.8
C -22.954 15.512 6.569 -0.8 -0.4 0.7
H -20.393 16.322 5.971 0.1 -0.1 0.3
H -21.011 15.193 4.780 -0.1 -0.2 0.1
H -19.533 14.774 5.702 0.0 0.0 0.1
H -23.631 15.326 7.403 -0.6 0.1 -0.4
H -23.320 15.150 5.608 -0.2 -0.2 0.2
H -22.817 16.591 6.497 0.7 -0.1 0.2
N -22.140 16.432 1.424 0.6 -1.9 -0.4
C -23.017 15.572 2.033 -1.0 1.2 0.3
C -22.345 14.517 2.635 -1.8 0.7 -0.1
C -21.019 14.661 2.281 1.9 2.0 -2.0
C -20.923 15.821 1.450 0.7 -0.9 1.3
H -22.384 17.180 0.791 -0.1 -0.2 0.2
H -24.030 15.937 1.959 -0.3 -0.7 0.6
H -22.807 13.794 3.290 0.1 -0.1 -0.2
H -20.149 14.075 2.537 -0.2 -0.2 0.1
H -20.095 16.254 0.909 0.1 -0.1 0.2
N -18.230 15.023 8.819 0.8 0.0 0.4
C -17.973 16.234 8.242 -2.2 0.3 0.6
C -17.178 16.027 7.192 1.5 -0.2 -1.8
C -16.809 14.645 7.183 0.9 0.6 -1.0
C -17.411 14.075 8.233 -2.1 -0.8 1.7
H -18.888 14.861 9.568 0.4 -0.1 0.0
H -18.569 17.091 8.518 0.3 0.1 0.1
H -16.872 16.729 6.430 0.0 0.2 0.3
H -16.158 14.175 6.462 0.1 0.0 0.3
H -17.492 13.106 8.704 0.5 -0.2 -0.4
N -19.890 4.658 4.033 0.3 -0.3 -0.7
C -19.750 3.404 3.510 -0.4 -0.8 0.1
C -18.401 3.118 3.517 -1.7 -3.9 -2.2
C -17.731 4.160 4.001 3.3 1.1 0.8
C -18.622 5.096 4.247 -1.2 4.3 1.8
H -20.770 5.139 4.153 0.4 0.0 0.0
H -20.627 2.811 3.292 0.2 0.0 -0.2
H -17.872 2.288 3.072 -0.6 -0.5 0.2
H -16.680 4.195 4.248 -0.1 0.1 -0.4
H -18.409 6.113 4.539 -0.3 0.0 0.4
```
Positions in Å, forces in eV/Å.

LUMO (alpha / beta) (eV): -2.07 / -4.49
E_HOMO (alpha / beta) (eV): -10.23 / -10.23
Net charge: +1
Gap between HOMO and LUMO (alpha / beta) (hartree): 0.29970 / 0.21064
Multiplicity: 3